Density functional theory data (ωB97M-V/def2-TZVPD) for a structure of composition C10H16N4S in a non-equilibrium geometry.

Each line ends with the natural charge from an NBO analysis.
Cartesian coordinates (Å):
1 C 4.046491 -0.425650 3.687069  -0.167
2 C 4.126608 0.294583 2.483719  -0.178
3 C 3.108085 -1.428384 4.010285  -0.188
4 C 3.263832 -0.186242 1.444837  -0.187
5 C 2.211652 -1.753039 3.009614  -0.203
6 C 2.363229 -1.198326 1.716115  -0.097
7 C 0.111649 -1.079818 0.725785  0.146
8 C -2.319788 -0.204805 -1.651226  -0.074
9 C -4.911864 0.263293 -1.890123  -0.735
10 C 1.473123 -1.680905 0.617621  -0.455
11 N -0.748896 -0.974716 -0.122032  0.185
12 N -1.441699 -0.920003 -1.059707  -0.034
13 N -0.688753 1.867791 -1.665155  -0.690
14 N -1.524803 1.256354 -2.564319  -0.451
15 S -3.565957 0.583138 -0.742748  0.399
16 H 4.871162 -0.435736 4.374750  0.237
17 H 4.605028 1.232386 2.438711  0.242
18 H 3.227212 -1.979422 5.000147  0.261
19 H 3.364762 0.182693 0.370139  0.218
20 H 1.354570 -2.426593 3.147341  0.208
21 H -0.165583 -0.837438 1.750813  0.310
22 H -2.628052 -0.678740 -2.640608  0.279
23 H -5.815404 0.636015 -1.516260  0.282
24 H -4.987931 -0.859721 -2.100778  0.265
25 H -4.676030 0.787987 -2.822274  0.228
26 H 1.877561 -1.505454 -0.314205  0.254
27 H 1.413049 -2.783127 0.787924  0.299
28 H -1.296936 2.484636 -0.964726  0.396
29 H 0.029673 2.514816 -2.004700  0.415
30 H -0.947152 0.876316 -3.331094  0.425
31 H -2.355944 1.789701 -2.878726  0.408

Cartesian forces, eV/Å:
0.6896 -0.7963 0.0924
-2.8182 -2.0774 -0.0100
0.6419 -0.1738 -0.1019
1.2862 1.1782 -0.3921
-0.6532 -0.0375 -0.5230
0.0220 0.3444 0.7968
0.8267 -0.7145 2.3781
-2.1043 2.6020 -5.8707
1.2771 -1.9606 -1.7905
0.4123 -1.3627 1.7814
0.3829 1.0041 -1.0004
0.8168 -2.8471 2.3182
-0.7496 2.7160 3.8454
-0.2486 -1.2578 -0.6740
-0.4871 -0.2830 1.1055
0.1845 1.1043 0.4736
1.2198 0.4889 -0.4023
-0.5558 0.8945 -1.5442
-0.1939 -0.2456 1.6563
0.5855 -0.0828 0.2047
-0.4664 0.0447 0.0666
0.0254 0.4702 1.4850
-1.2456 0.5240 0.8339
-0.0494 1.6385 0.4700
-0.2740 -0.1351 0.0756
0.8734 0.3107 -2.1618
-0.6551 0.5774 -0.4589
1.6336 -1.8032 -1.8978
-0.4470 -0.3766 -0.6518
-0.6309 0.3484 0.0832
0.7013 -0.0924 -0.1870

Computed properties:
Energy above the lowest of the compared OMol25 structures with the same formula, charge and spin = 167.9 kcal/mol
Charge = +2
HOMO energy = -14.576 eV